Record 1
{
  "formula": "C51H124AsF6N12O7Pb",
  "method": "ωB97M-V with the def2-TZVPD basis set",
  "e_homo_ha": -0.3547,
  "spin_multiplicity": 1,
  "total_charge": 1,
  "elements": ["Pb", "As", "F", "F", "F", "F", "F", "F", "C", "C", "N", "C", "C", "C", "C", "H", "H", "H", "H", "H", "H", "H", "H", "H", "H", "H", "H", "H", "H", "H", "C", "C", "N", "C", "C", "C", "C", "H", "H", "H", "H", "H", "H", "H", "H", "H", "H", "H", "H", "H", "H", "H", "C", "C", "N", "C", "C", "C", "C", "H", "H", "H", "H", "H", "H", "H", "H", "H", "H", "H", "H", "H", "H", "H", "C", "C", "N", "C", "C", "C", "C", "H", "H", "H", "H", "H", "H", "H", "H", "H", "H", "H", "H", "H", "H", "H", "C", "C", "N", "C", "C", "C", "C", "H", "H", "H", "H", "H", "H", "H", "H", "H", "H", "H", "H", "H", "H", "H", "C", "C", "O", "N", "C", "H", "H", "H", "H", "H", "H", "H", "C", "C", "O", "N", "C", "H", "H", "H", "H", "H", "H", "H", "C", "C", "O", "N", "C", "H", "H", "H", "H", "H", "H", "H", "C", "C", "O", "N", "C", "H", "H", "H", "H", "H", "H", "H", "C", "C", "O", "N", "C", "H", "H", "H", "H", "H", "H", "H", "C", "C", "O", "N", "C", "H", "H", "H", "H", "H", "H", "H", "C", "C", "O", "N", "C", "H", "H", "H", "H", "H", "H", "H"],
  "positions_angstrom": [[0.3951, -4.5844, -0.7954], [0.1686, -0.6280, -0.3846], [1.8376, -0.7627, -0.8640], [-0.1865, 0.1609, -1.8748], [-1.4934, -0.5498, 0.0382], [0.4777, -1.4725, 1.0797], [0.5085, 0.8808, 0.3432], [-0.1140, -2.1438, -1.2611], [2.3567, 5.9799, -0.4336], [2.2560, 4.4560, -0.4484], [2.6413, 3.8907, -1.7364], [2.0524, 4.4806, -2.9249], [0.5447, 4.3228, -3.0880], [2.4781, 2.4395, -1.6784], [3.0455, 1.7301, -2.8769], [2.2086, 6.4009, 0.5592], [1.6300, 6.4328, -1.1127], [3.3473, 6.2949, -0.7725], [3.0736, 4.1281, 0.1949], [1.2849, 4.1933, -0.0056], [2.2785, 5.5479, -2.8519], [2.5940, 4.1845, -3.8233], [0.2069, 4.6952, -4.0561], [0.2130, 3.2804, -3.0239], [0.0297, 4.8516, -2.2821], [1.4076, 2.1860, -1.5980], [2.8770, 2.0310, -0.7517], [2.5520, 2.0406, -3.8008], [2.7869, 0.6714, -2.8027], [4.1292, 1.8183, -2.9659], [-6.6159, -2.1089, -0.2457], [-6.4836, -2.2539, -1.7568], [-5.2947, -2.9689, -2.1337], [-5.2881, -3.3722, -3.5464], [-6.3916, -4.3344, -3.9051], [-4.0690, -2.2917, -1.7600], [-3.8538, -0.9196, -2.3691], [-6.3319, -3.0260, 0.2687], [-7.6429, -1.8428, 0.0173], [-6.0417, -1.2600, 0.1379], [-7.3820, -2.7430, -2.1285], [-6.5511, -1.2509, -2.2240], [-5.3369, -2.4605, -4.1644], [-4.3286, -3.8562, -3.7561], [-7.3795, -3.8682, -3.8343], [-6.3685, -4.5839, -4.9700], [-6.4030, -5.2300, -3.2884], [-3.2612, -2.9656, -2.0611], [-4.0046, -2.2428, -0.6695], [-3.9414, -0.8698, -3.4594], [-2.8612, -0.5362, -2.1336], [-4.6050, -0.2062, -2.0201], [-0.9771, 0.8107, 3.4399], [0.5331, 0.9070, 3.6406], [0.7966, 0.8030, 5.0940], [0.9748, 2.0944, 5.7163], [0.7202, 2.1096, 7.2240], [1.7907, -0.1836, 5.4921], [1.3231, -1.5751, 5.1423], [-1.4735, 1.5421, 4.0723], [-1.3503, -0.1939, 3.6547], [-1.1739, 0.9964, 2.3770], [1.1330, 0.1716, 3.1071], [0.8535, 1.9055, 3.3201], [1.9664, 2.5324, 5.4745], [0.2948, 2.8229, 5.2574], [1.5830, 1.7323, 7.7740], [0.5911, 3.1420, 7.5571], [-0.1911, 1.5701, 7.4729], [1.9456, -0.0683, 6.5649], [2.7795, 0.0424, 5.0389], [1.1502, -1.6822, 4.0690], [0.3427, -1.7515, 5.5936], [2.0245, -2.3506, 5.4567], [-2.4156, 2.7264, -1.3431], [-1.7435, 3.1688, -0.0584], [-2.3260, 4.3472, 0.5772], [-2.0365, 5.5350, -0.2214], [-2.6733, 6.7897, 0.3378], [-1.9974, 4.4246, 2.0072], [-0.5062, 4.5440, 2.2965], [-3.5043, 2.6879, -1.3351], [-2.0462, 1.7380, -1.6285], [-2.0785, 3.3807, -2.1511], [-1.6201, 2.3686, 0.6798], [-0.6723, 3.3596, -0.2654], [-2.5005, 5.3669, -1.1948], [-0.9458, 5.6238, -0.3593], [-2.2438, 7.1395, 1.2803], [-3.7298, 6.6225, 0.5746], [-2.6561, 7.6036, -0.3867], [-2.5699, 5.2546, 2.4239], [-2.3881, 3.5164, 2.4747], [0.0882, 3.7418, 1.8543], [-0.0851, 5.4731, 1.8956], [-0.2990, 4.5488, 3.3708], [4.2862, 1.4544, 1.5279], [3.8569, 2.1123, 2.8410], [4.6661, 3.2409, 3.3318], [6.0994, 2.9685, 3.2505], [6.5041, 1.6893, 3.9574], [4.3825, 4.5126, 2.6615], [3.0770, 5.0940, 3.1769], [5.2676, 0.9929, 1.4596], [4.2952, 2.2415, 0.7627], [3.4572, 0.8214, 1.2010], [2.8337, 2.4536, 2.6979], [3.8347, 1.4273, 3.6940], [6.4196, 2.9364, 2.1926], [6.6197, 3.7986, 3.7276], [6.0335, 0.7849, 3.5714], [7.5838, 1.5567, 3.8930], [6.2111, 1.7717, 5.0077], [4.4438, 4.4610, 1.5664], [5.1608, 5.2075, 2.9884], [3.1276, 5.2164, 4.2625], [2.2406, 4.3993, 3.0488], [2.7671, 6.0638, 2.7890], [-1.3428, -2.9351, -4.4846], [-1.2714, -4.3215, -3.9140], [-1.2313, -4.4860, -2.6807], [-1.2800, -5.3487, -4.7804], [-1.1575, -6.7434, -4.4000], [-1.0756, -2.8613, -5.5366], [-0.6454, -2.3186, -3.9129], [-2.3393, -2.5397, -4.2876], [-1.3080, -5.0878, -5.7508], [-0.6127, -6.8489, -3.4664], [-0.6192, -7.2890, -5.1740], [-2.1316, -7.2244, -4.2892], [3.1212, -4.4598, -4.6502], [2.5710, -3.5354, -3.6062], [1.7377, -3.9755, -2.8009], [3.0373, -2.2888, -3.5131], [3.9660, -1.6578, -4.4468], [3.8243, -5.1567, -4.1951], [3.6561, -3.9506, -5.4503], [2.2994, -5.0058, -5.1073], [2.7025, -1.7428, -2.7232], [4.8084, -2.3049, -4.6783], [4.3131, -0.7189, -4.0383], [3.4667, -1.4140, -5.3899], [0.6505, -4.5667, 3.6615], [1.3486, -5.3839, 2.6219], [0.8387, -5.5292, 1.5105], [2.5610, -5.8716, 2.9218], [3.3753, -6.5984, 1.9902], [0.6031, -3.5502, 3.2649], [1.1881, -4.5170, 4.6049], [-0.3702, -4.9271, 3.7514], [2.9473, -5.6234, 3.8159], [4.1273, -5.9491, 1.5239], [2.7924, -6.9835, 1.1604], [3.9093, -7.4037, 2.4883], [-5.8297, 4.0788, 2.1318], [-5.6590, 2.5913, 1.9286], [-6.5236, 1.7977, 2.2824], [-4.4946, 2.2231, 1.3506], [-4.1767, 0.8470, 1.0731], [-6.8570, 4.3695, 1.9104], [-5.2137, 4.6916, 1.4700], [-5.6651, 4.3086, 3.1843], [-3.9064, 2.9367, 0.9290], [-3.2418, 0.5549, 1.5592], [-4.1058, 0.6586, 0.0029], [-4.9583, 0.2122, 1.4889], [-1.2583, 0.6864, -4.6360], [-1.3798, 0.3022, -6.0857], [-2.4021, -0.2194, -6.4958], [-0.3603, 0.6361, -6.9262], [0.9853, 1.0367, -6.5338], [-1.6733, -0.0938, -4.0099], [-1.7854, 1.6287, -4.4817], [-0.2431, 0.8237, -4.2551], [-0.5527, 0.4813, -7.9025], [1.4646, 0.2674, -5.9204], [0.9588, 1.9515, -5.9376], [1.5977, 1.2148, -7.4110], [-3.1351, -4.8613, 1.9575], [-2.4100, -3.6806, 1.3882], [-1.4824, -3.8019, 0.5757], [-2.8085, -2.4593, 1.7427], [-3.9856, -2.1004, 2.5136], [-3.0692, -4.8383, 3.0516], [-2.7652, -5.8277, 1.6394], [-4.1995, -4.7820, 1.7223], [-2.2330, -1.7177, 1.3568], [-4.8336, -1.9004, 1.8544], [-3.7827, -1.1812, 3.0618], [-4.2588, -2.8593, 3.2395], [3.3561, -2.1910, 1.8074], [3.5363, -3.0947, 0.6273], [2.5921, -3.5659, -0.0153], [4.7986, -3.4659, 0.3571], [5.1799, -4.3083, -0.7470], [2.8387, -2.7203, 2.6112], [2.7733, -1.3057, 1.5787], [4.3039, -1.8772, 2.2500], [5.5433, -3.0502, 0.8891], [6.0879, -4.8654, -0.5278], [5.3921, -3.7289, -1.6545], [4.3749, -4.9920, -1.0105]],
  "atomic_forces_ev_per_a": [[-0.360, 0.639, 0.146], [0.327, 0.243, -0.971], [0.278, -0.129, 0.074], [-0.010, 0.138, -0.237], [-0.434, 0.068, 0.136], [0.125, -0.331, 0.241], [-0.001, 0.237, 0.453], [0.075, -0.296, 0.289], [0.071, 0.127, -0.446], [1.046, 1.219, 0.107], [-0.074, -0.842, 0.075], [-0.028, 0.945, 0.138], [-0.136, -0.382, 0.093], [-0.834, 0.150, -0.065], [-0.202, -0.683, -0.312], [-0.124, -0.161, 0.069], [-0.062, 0.086, 0.178], [-0.021, -0.034, -0.010], [-0.489, -0.326, 0.464], [-0.002, -0.507, -0.389], [-0.109, -0.021, -0.153], [0.000, -0.382, 0.105], [-0.005, 0.193, 0.071], [0.144, 0.007, -0.032], [-0.080, 0.077, -0.146], [0.054, -0.026, -0.135], [0.368, 0.248, -0.013], [0.232, 0.220, -0.027], [0.127, -0.103, 0.192], [-0.021, 0.185, -0.065], [-0.268, 0.674, 0.029], [-0.623, 0.616, 0.184], [-0.100, -0.835, -0.347], [0.177, 0.495, 0.402], [-0.941, 0.331, -0.562], [0.396, -0.446, -0.191], [-0.128, 0.627, -0.271], [-0.009, -0.043, 0.002], [-0.020, -0.238, -0.032], [0.235, -0.230, -0.051], [0.196, -0.405, 0.006], [0.175, -0.045, 0.081], [-0.077, -0.244, -0.307], [0.055, 0.089, 0.119], [0.099, -0.008, 0.313], [0.428, -0.268, 0.122], [0.169, -0.062, -0.022], [0.118, 0.102, 0.080], [-0.074, 0.165, -0.023], [0.032, -0.379, 0.004], [-0.028, 0.027, 0.228], [0.157, 0.055, 0.186], [0.597, -0.425, -1.121], [-0.230, 0.479, 1.394], [-0.048, -0.323, -0.100], [0.120, 0.769, 0.004], [0.380, 0.395, -0.229], [0.208, 0.736, -0.277], [-0.349, -0.207, -0.082], [-0.130, 0.012, -0.037], [0.041, 0.056, 0.235], [-0.291, 0.181, 0.168], [-0.253, -0.065, -0.232], [0.098, -0.152, -0.250], [0.050, -0.201, 0.247], [-0.239, -0.365, -0.051], [-0.197, -0.236, 0.115], [0.003, -0.009, -0.044], [0.069, -0.183, 0.025], [-0.092, -0.227, 0.043], [-0.110, -0.194, -0.042], [0.213, 0.090, -0.026], [0.139, -0.086, 0.191], [0.016, 0.057, 0.057], [0.551, -0.160, -0.480], [0.997, -0.006, 0.459], [-0.482, -0.549, 0.068], [-0.390, -0.130, 0.276], [-0.359, 0.300, 0.434], [0.129, -0.086, -0.477], [0.331, 0.451, 0.181], [-0.030, 0.152, 0.230], [-0.059, -0.017, 0.150], [-0.339, 0.068, -0.055], [-0.708, -0.083, -0.020], [-0.159, 0.053, -0.364], [0.269, -0.058, -0.119], [-0.073, 0.285, -0.061], [0.284, 0.014, -0.204], [0.051, -0.201, -0.190], [0.218, 0.009, 0.028], [0.188, 0.030, 0.129], [-0.005, 0.013, -0.024], [-0.201, -0.186, 0.032], [-0.116, 0.005, 0.041], [-0.107, -0.026, -0.035], [-0.662, 1.023, -0.562], [0.533, 0.126, 0.584], [0.167, 0.136, -0.548], [-0.209, -0.305, -0.284], [-0.050, 0.038, 0.402], [-0.016, 0.427, 0.736], [-0.735, -0.332, 0.524], [-0.104, -0.353, 0.369], [0.148, -0.018, 0.059], [0.344, -0.428, 0.032], [-0.006, 0.089, 0.090], [-0.140, -0.369, -0.355], [0.124, 0.033, 0.111], [0.034, 0.070, -0.065], [-0.015, 0.083, -0.169], [0.017, -0.003, 0.084], [0.149, -0.085, 0.010], [-0.073, -0.065, 0.017], [0.142, -0.069, -0.214], [0.282, -0.002, -0.033], [0.003, 0.099, -0.303], [0.272, -0.059, -0.364], [0.367, 0.058, 0.346], [0.045, -0.031, 0.331], [-0.058, -0.397, -0.433], [0.239, 0.416, 0.320], [-0.191, -0.291, -0.231], [-0.283, -0.075, -0.090], [-0.047, -0.027, 0.050], [-0.051, 0.062, -0.232], [-0.070, -0.228, -0.085], [0.004, 0.185, 0.037], [0.046, 0.107, -0.012], [-0.005, 0.130, 0.083], [0.141, 0.286, -0.674], [0.094, -0.170, 0.466], [-0.024, -0.046, -0.241], [0.187, 0.204, 0.039], [-0.373, -0.066, -0.378], [-0.140, -0.082, 0.140], [-0.052, 0.026, 0.047], [-0.011, -0.159, 0.169], [-0.138, -0.096, -0.098], [0.112, 0.077, 0.175], [0.129, 0.038, 0.254], [0.005, -0.063, 0.052], [0.213, 0.266, -0.218], [0.143, 0.361, -0.101], [0.002, -0.525, -0.118], [-0.355, 0.158, 0.184], [0.859, 0.104, -0.592], [-0.138, -0.037, -0.036], [-0.225, -0.187, 0.152], [-0.010, -0.040, 0.257], [0.016, -0.141, 0.065], [-0.034, 0.037, 0.176], [-0.320, -0.147, 0.236], [-0.141, -0.104, 0.027], [-0.387, 0.291, -0.284], [-0.667, 0.016, 0.014], [0.439, 0.111, -0.007], [0.261, -0.001, -0.253], [-0.086, -0.293, 0.241], [-0.081, -0.286, 0.100], [0.344, -0.148, 0.277], [0.203, 0.098, -0.051], [-0.180, 0.117, 0.234], [0.058, 0.121, -0.169], [0.114, -0.037, -0.056], [-0.099, 0.277, -0.089], [0.763, -0.039, 0.354], [-0.154, 0.214, 0.083], [0.034, -0.130, -0.179], [0.292, -0.014, -0.062], [-0.389, 0.051, 0.446], [-0.411, 0.064, -0.060], [-0.161, -0.090, 0.038], [0.019, 0.098, -0.310], [0.005, -0.124, 0.016], [0.048, -0.006, -0.089], [0.073, 0.036, -0.102], [-0.071, -0.014, -0.123], [-0.479, 0.073, 0.647], [-0.253, 0.055, -0.284], [0.494, -0.315, -0.198], [0.227, -0.175, 0.320], [-0.050, 0.281, 0.070], [-0.026, 0.059, -0.088], [0.244, 0.137, -0.368], [0.054, -0.083, -0.056], [-0.231, 0.012, -0.086], [0.029, -0.182, 0.108], [0.045, -0.077, 0.015], [0.070, -0.149, -0.044], [0.284, 0.145, 0.665], [-0.277, -0.432, 0.124], [0.077, 0.127, 0.024], [0.323, 0.134, 0.083], [0.030, -0.054, -0.859], [-0.187, -0.118, -0.218], [-0.084, -0.065, -0.243], [0.053, 0.050, -0.225], [-0.073, 0.114, 0.053], [-0.085, -0.061, 0.252], [-0.080, 0.103, 0.148], [-0.021, -0.042, 0.236]]
}

***

Record 2
{
  "formula": "C15H19NO2",
  "method": "ωB97M-V with the def2-TZVPD basis set",
  "e_homo_ha": -0.3125,
  "spin_multiplicity": 1,
  "smiles": "C=CCc1cc(C(=O)N2CCCCC2)ccc1O",
  "elements": ["C", "C", "C", "C", "C", "C", "C", "O", "N", "C", "C", "C", "C", "C", "C", "C", "C", "O", "H", "H", "H", "H", "H", "H", "H", "H", "H", "H", "H", "H", "H", "H", "H", "H", "H", "H", "H"],
  "positions_angstrom": [[5.7426, 1.0766, -0.3185], [4.4807, 1.1455, -0.7034], [3.3064, 1.2281, 0.2286], [2.3289, 0.1040, -0.0252], [1.0551, 0.3662, -0.5040], [0.1454, -0.6562, -0.7431], [-1.1947, -0.3598, -1.3417], [-1.4670, -0.7021, -2.4788], [-2.0569, 0.3413, -0.5675], [-1.8994, 0.5851, 0.8462], [-2.9202, -0.2339, 1.6412], [-4.3346, 0.0897, 1.1673], [-4.4417, -0.1567, -0.3354], [-3.3778, 0.6552, -1.0722], [0.5272, -1.9711, -0.5114], [1.7890, -2.2512, -0.0285], [2.6978, -1.2252, 0.2107], [3.9250, -1.5697, 0.6814], [6.5517, 1.0199, -1.0259], [6.0266, 1.0961, 0.7231], [4.2256, 1.1343, -1.7547], [3.6480, 1.2100, 1.2692], [2.7927, 2.1785, 0.0634], [0.7644, 1.3892, -0.7006], [-0.8861, 0.3254, 1.1538], [-2.0621, 1.6538, 1.0356], [-2.8119, -0.0148, 2.7044], [-2.7169, -1.2959, 1.4886], [-5.0599, -0.5249, 1.7033], [-4.5585, 1.1378, 1.3815], [-5.4309, 0.1228, -0.7001], [-4.2870, -1.2167, -0.5455], [-3.3829, 0.4266, -2.1392], [-3.5599, 1.7270, -0.9303], [-0.1672, -2.7721, -0.7136], [2.1027, -3.2651, 0.1625], [4.5058, -0.7976, 0.6785]],
  "atomic_forces_ev_per_a": [[0.179, 0.029, -0.046], [-0.109, 0.131, 0.109], [-0.076, -0.096, -0.066], [0.128, 0.075, 0.126], [-0.119, -0.289, -0.016], [0.180, -0.040, -0.157], [0.177, 0.063, -0.004], [-0.001, -0.231, -0.204], [-0.144, 0.236, 0.021], [0.108, -0.237, 0.486], [-0.038, 0.332, -0.020], [0.049, -0.319, -0.049], [0.054, 0.290, 0.091], [-0.267, -0.177, -0.399], [-0.039, 0.202, -0.001], [0.260, 0.042, 0.082], [-0.309, 0.043, -0.117], [0.030, 0.028, 0.138], [0.117, -0.040, -0.179], [-0.030, 0.017, 0.240], [0.046, -0.030, -0.159], [0.013, 0.068, -0.020], [-0.007, -0.026, 0.087], [-0.019, 0.131, 0.014], [-0.145, 0.125, -0.019], [0.064, -0.029, 0.029], [0.035, -0.039, 0.044], [0.053, -0.059, 0.034], [-0.046, 0.070, 0.041], [-0.051, 0.054, 0.045], [-0.029, -0.040, -0.051], [-0.024, -0.050, -0.061], [-0.013, 0.130, 0.141], [-0.005, -0.022, -0.016], [-0.064, -0.096, -0.042], [0.030, -0.136, 0.016], [0.008, -0.111, -0.116]]
}

***

Taking the records one at a time from the top gives LUMO level values of -2.228; 0.778 eV.
Taking the records one at a time from the top gives gap between HOMO and LUMO values of 7.424; 9.282 eV.
Taking the records one at a time from the top gives energy above the lowest of the compared OMol25 structures with the same formula, charge and spin values of 0.00; 28.67 kJ/mol.